(1)
The molecule C5H10S2. Source: OMol25; level of theory: the ωB97M-V functional and the def2-TZVPD basis.

Properties
largest force on an atom = 2.89 eV Å⁻¹
HOMO-LUMO gap = 9.39 eV
total energy = -27017.046 eV

ORCA input file:
```
! RIJCOSX wB97M-V def2-TZVPD def2/J DEFGRID3
* xyz 0 1
H -4.08386 -0.83564 -0.56138
H 3.26844 0.74187 -1.10425
H -3.44000 -1.19187 1.04599
C 2.11936 0.17557 0.60168
C -1.96322 -0.55721 -0.38498
H -1.89093 0.06042 -1.28163
H 4.14046 0.80912 0.43463
C -3.36297 -0.52439 0.19182
H -3.61060 0.48264 0.52061
S -0.77545 0.13070 0.83125
H 0.63417 0.44149 -1.13748
H -1.64414 -1.57606 -0.61397
C 3.18455 0.99838 -0.04985
H 2.95240 2.05963 0.03808
H 2.02350 0.24418 1.67707
C 0.69797 0.00540 -0.15157
S 1.75032 -1.46423 -0.05600
*
```

***

(2)
A cluster of 12 separate species, C24H72O24 in total. Source: OMol25; level of theory: the ωB97M-V functional and the def2-TZVPD basis.

Properties
largest force on an atom = 2.72 eV Å⁻¹
HOMO-LUMO gap = 10.13 eV
total energy = -75190.844 eV

ORCA input file:
```
! RIJCOSX wB97M-V def2-TZVPD def2/J DEFGRID3
* xyz 0 1
H 7.88364 16.04315 10.08195
C 14.00233 18.39783 6.87073
H 14.58342 16.69966 9.42480
O 12.32379 8.04084 8.59561
C 15.77840 11.64681 6.29322
H 8.87715 17.72321 13.72835
H 14.70430 11.87999 6.16731
H 15.33563 15.84434 11.12219
O 11.80134 10.63244 13.99208
O 13.99875 20.77310 6.80289
O 9.25570 15.26568 12.40199
H 17.02955 16.45708 10.72809
O 13.51534 15.10850 7.17869
C 14.38238 19.22408 12.10523
H 12.92022 14.43440 11.38955
H 14.71265 19.72234 8.47931
O 11.36268 13.37498 6.92166
C 9.47226 14.93405 13.73516
O 13.51963 19.02520 10.94988
O 13.68854 16.99682 12.71259
H 9.50006 20.44008 13.57860
H 13.23558 18.12619 10.85235
H 11.66400 9.73560 14.28195
H 12.89063 16.58328 13.05808
H 14.71772 12.34816 13.60622
H 14.00246 21.52362 7.40246
H 8.41086 11.15239 10.79741
O 6.55011 18.37847 8.05662
H 7.14744 12.01705 8.57942
H 11.70022 11.56822 12.16734
H 10.76947 15.28620 6.36104
O 12.61265 10.83868 9.56425
C 16.09602 15.98494 10.33396
H 13.33501 13.94402 9.22017
C 16.30052 14.58610 9.86551
O 15.16376 14.02700 9.13710
O 17.17915 9.73704 6.16209
H 13.78802 18.72406 5.85879
H 12.96469 18.74206 13.71910
C 12.18989 10.72167 12.64067
O 12.57160 16.50441 9.76346
H 14.70084 17.55646 6.93220
H 10.31217 13.46573 14.97394
C 13.34915 10.22622 8.52717
H 10.91762 17.47358 12.38262
H 5.71171 17.21586 9.54117
C 13.67124 10.94198 12.59787
C 12.89862 14.93900 5.83678
O 12.70632 18.00843 7.46912
H 12.22805 18.80948 7.74670
H 14.34103 20.29522 12.30345
H 10.25628 12.98287 13.25484
H 10.69619 15.55741 9.61404
H 15.79920 12.52738 8.13079
H 12.81383 11.79523 9.60265
O 11.79107 14.34834 13.75177
O 8.24790 13.19274 10.91520
C 9.65553 18.49729 13.75290
H 15.06962 9.62530 6.13593
H 11.30979 13.74724 11.20972
H 14.37816 10.60273 8.46026
H 6.52817 17.82573 7.27265
H 14.38232 8.40506 8.14580
H 6.95949 18.29502 10.04356
C 8.70987 12.04002 10.22103
H 9.79367 12.00655 10.17409
C 15.92930 10.24749 5.78152
H 9.55151 12.78236 7.53712
H 12.36350 16.94370 8.91045
H 15.73071 19.50290 7.03138
H 16.48326 13.92610 10.72005
O 13.93816 12.27895 13.02174
H 7.93140 14.95044 8.03124
H 9.54550 18.34450 11.62805
H 10.35629 18.33316 14.56772
C 12.09412 14.30568 10.68575
H 11.12313 16.16591 11.22038
H 14.23015 10.18636 13.19059
C 10.31574 18.37755 12.42074
C 8.23336 11.96583 8.73967
C 13.54862 8.71858 8.78324
H 12.39815 13.65129 14.02064
C 14.71150 19.65780 7.38508
H 11.55739 13.66762 7.84442
H 11.76787 19.46095 11.56786
H 13.05116 15.79073 5.18452
C 13.87709 18.33568 13.27677
H 14.64716 18.19136 14.03511
O 11.16608 19.52156 12.32330
O 8.92051 19.71716 13.89351
H 13.96736 10.85159 11.55407
H 13.02396 15.80245 7.64818
O 15.52926 16.80207 9.31037
H 15.41359 18.96272 11.81553
H 8.76425 14.56771 11.91735
H 11.00891 14.09450 5.14155
O 7.33733 15.72934 8.07171
O 16.06093 11.71530 7.65943
H 17.33017 9.91358 7.08431
H 15.01594 14.58366 8.34348
O 12.47217 13.62064 9.50343
H 8.52829 14.64376 14.22966
H 17.16351 14.48220 9.21738
H 8.64921 11.01993 8.36399
H 9.86377 15.82346 14.22392
H 12.86196 10.43045 7.55695
C 7.76596 16.54816 9.11454
C 11.51299 15.64624 10.31746
C 10.48791 13.82690 13.94740
H 12.03590 9.79236 12.03789
O 8.78205 13.08395 8.06170
H 13.49658 14.07228 5.48590
H 15.90401 10.22671 4.68932
H 12.08250 8.05566 7.67194
C 11.44610 14.47362 6.05735
H 7.35554 13.32426 10.62773
C 6.70512 17.60580 9.25111
H 8.66958 17.09239 8.89168
H 13.81298 8.64202 9.84916
H 16.43817 12.27156 5.71694
*
```

***

(3)
A structure of composition C3H4CoO3. Source: OMol25; level of theory: the ωB97M-V functional and the def2-TZVPD basis.

Properties
⟨S²⟩ = 6.02
largest force on an atom = 4.35 eV Å⁻¹
HOMO-LUMO gap (spin up / spin down) = 10.60 / 5.46 eV
total energy = -46932.236 eV

ORCA input file:
```
! RIJCOSX wB97M-V def2-TZVPD def2/J DEFGRID3
* xyz 1 5
O -0.81319 -1.61581 -2.76912
O -0.41758 -0.92663 -0.71564
H 0.65215 0.16997 0.66839
H 0.65613 2.24884 -0.68486
C 0.14225 0.24440 -0.29543
H -0.58791 1.48653 -1.86873
Co 2.72380 -0.94562 -1.10703
O 1.25909 -1.78101 -1.95476
H 3.74461 -0.05983 -0.18351
C 0.07591 1.38361 -1.00612
C 0.01230 -1.57035 -1.87492
*
```

***

(4)
The ion C4H9FNOS with charge +1. Source: OMol25; level of theory: the ωB97M-V functional and the def2-TZVPD basis.

Properties
largest force on an atom = 4.52 eV Å⁻¹
HOMO-LUMO gap = 10.14 eV
total energy = -21375.708 eV

ORCA input file:
```
! RIJCOSX wB97M-V def2-TZVPD def2/J DEFGRID3
* xyz 1 1
N -0.06019 0.48376 1.02309
O -0.65906 1.43818 -1.53936
H 1.50299 -0.75917 0.98823
F 1.64606 -0.05741 -2.13433
H 0.00543 0.17970 2.01978
C 0.64081 -0.60157 -0.97521
H -1.43418 -0.41733 -1.85547
H -1.64825 -1.04883 0.60614
C -1.23246 0.01229 0.27978
C 1.14840 -0.03964 0.33267
S 0.58396 -2.39781 -0.96328
C -0.75789 0.07020 -1.19784
H -0.67030 1.61764 -2.57024
H 1.91544 0.78651 0.11508
H 1.95376 -2.42890 -1.29131
H -0.07286 1.54552 0.96720
H -2.12945 0.80037 0.33586
*
```